Record 1
Computed, not measured: a 2-piece molecular cluster, C5H14NO2 overall at a distorted geometry, with the ωB97M-V functional and the def2-TZVPD basis.

Output
HOMO-LUMO gap (spin up / spin down) ... 10.60 / 7.22 eV
Highest occupied orbital energy (spin up / spin down) ... -0.360 / -0.360 hartree
Calculated total energy ... -10993.4534 eV
Maximum force ... 3.7 eV/Å
Spin multiplicity ... 2

Cartesian coordinates (Å):
C (1.47592, 1.28157, 0.03421)
O (0.66248, 1.76396, 0.98778)
C (1.24449, -0.22328, -0.26650)
C (0.61162, -0.44693, -1.61514)
C (-0.95607, -0.46508, -1.58275)
C (-1.72080, -0.13484, -0.23880)
N (-1.89472, -1.43561, 0.52300)
H (1.38731, 1.92375, -0.86570)
H (2.54110, 1.54939, 0.41301)
H (2.11400, -0.88881, 0.04657)
H (0.63737, -0.62806, 0.56532)
H (0.96003, 0.28968, -2.41374)
H (0.94346, -1.35352, -2.09922)
H (-1.30712, -1.51386, -1.88560)
H (-1.21194, 0.39793, -2.27594)
H (-1.23818, 0.69075, 0.27899)
H (-2.74349, 0.10322, -0.60710)
H (-2.34487, -1.11083, 1.36686)
H (-0.93520, -1.67983, 0.85002)
H (0.59658, 0.87922, 3.70059)
H (0.56801, 0.79030, 2.07409)
O (0.61001, 0.21087, 3.01005)

---

Record 2
Computed, not measured: an isolated ion of composition C3H2NO3S and charge -1 at a distorted geometry, with the ωB97M-V functional and the def2-TZVPD basis.

Output
HOMO-LUMO gap ... 9.49 eV
Structure (SMILES) ... C=C(C#N)S(=O)(=O)[O-]
Highest occupied orbital energy ... -0.210 hartree
Calculated total energy ... -21611.1788 eV
Maximum force ... 2.4 eV/Å
Net charge ... -1

Cartesian coordinates (Å):
C (0.01635, 0.48031, 1.09963)
C (1.09806, 0.81284, 0.38169)
C (1.31047, 2.05298, -0.27001)
N (1.55737, 2.92711, -0.97276)
S (2.95574, -0.38674, -0.01878)
O (2.43552, -1.72649, -0.30218)
O (3.66283, -0.18386, 1.27565)
O (3.56846, 0.19534, -1.19242)
H (-0.20920, -0.52402, 1.53180)
H (-0.76766, 1.25788, 1.33406)

---

Record 3
Computed, not measured: C38H22F9N2O6PTi as an isolated structure at a distorted geometry, with the ωB97M-V functional and the def2-TZVPD basis.

Output
HOMO-LUMO gap (spin up / spin down) ... 5.56 / 7.50 eV
Highest occupied orbital energy (spin up / spin down) ... -0.251 / -0.323 hartree
Calculated total energy ... -111895.0608 eV
Maximum force ... 3.2 eV/Å
Spin multiplicity ... 3

Cartesian coordinates (Å):
Ti (0.18915, -0.01742, 1.74299)
O (1.14435, 3.78228, 0.60709)
C (0.66115, 2.69248, 1.22579)
O (0.97005, 1.50958, 0.81979)
C (-0.17825, 2.78668, 2.35579)
C (-0.61965, 3.90138, 3.09959)
C (-1.33415, 3.67748, 4.25189)
C (-1.61455, 2.36288, 4.67729)
C (-1.18585, 1.31708, 3.88219)
N (-0.50045, 1.51968, 2.75609)
C (-1.36855, -0.18462, 4.07929)
O (-1.96005, -0.65802, 5.02139)
O (-0.81345, -0.83312, 3.10119)
H (1.73495, 3.51388, -0.11141)
H (-0.35575, 4.89058, 2.76729)
H (-1.68175, 4.51278, 4.84019)
H (-2.13785, 2.16988, 5.59909)
O (0.79595, -3.66262, 0.79979)
C (0.87345, -2.51612, 1.19809)
O (0.09995, -1.53482, 0.78819)
C (1.90655, -2.04192, 2.14849)
C (2.87615, -2.89892, 2.66539)
C (3.86155, -2.40432, 3.48079)
C (3.89975, -1.00892, 3.73279)
C (4.91215, -0.41622, 4.50589)
C (4.95715, 0.94338, 4.69799)
C (3.97175, 1.75788, 4.14369)
C (2.94585, 1.20468, 3.40759)
C (2.88275, -0.17862, 3.17589)
N (1.87295, -0.70452, 2.41219)
H (2.81045, -3.93972, 2.39079)
H (4.61745, -3.04592, 3.90609)
H (5.66115, -1.05352, 4.95109)
H (5.75145, 1.38108, 5.28149)
H (4.01425, 2.82758, 4.28849)
H (2.18105, 1.84588, 2.99089)
F (0.64465, 0.93008, -7.88931)
C (0.37255, 1.95368, -7.06221)
F (-0.76235, 2.51688, -7.51851)
F (1.34075, 2.86198, -7.23751)
C (0.24185, 1.50448, -5.63581)
C (1.01865, 2.07238, -4.63851)
C (0.87075, 1.62978, -3.33541)
C (-0.04735, 0.63598, -3.02221)
C (-0.81275, 0.06958, -4.03951)
C (-0.67545, 0.50198, -5.34201)
P (-0.13505, 0.01498, -1.27661)
C (-0.11795, -1.75352, -1.76141)
C (-1.21855, -2.58272, -1.90211)
C (-1.03435, -3.91572, -2.22451)
C (0.24725, -4.41472, -2.40011)
C (1.35515, -3.58912, -2.26101)
C (1.16495, -2.26242, -1.94311)
C (0.46205, -5.85162, -2.77911)
F (-0.57725, -6.64202, -2.48731)
F (1.53725, -6.39362, -2.19351)
F (0.66485, -5.98812, -4.11201)
C (-1.89595, 0.42518, -0.90231)
C (-2.55365, 1.40398, -1.64811)
C (-3.83775, 1.80588, -1.33251)
C (-4.48635, 1.23798, -0.24681)
C (-3.83675, 0.28708, 0.53709)
C (-2.54665, -0.10992, 0.21789)
C (-5.90535, 1.62818, 0.06899)
F (-6.04825, 2.05588, 1.33469)
F (-6.36705, 2.61088, -0.71711)
F (-6.75655, 0.59898, -0.08121)
H (1.72865, 2.84598, -4.88711)
H (1.47235, 2.06248, -2.54871)
H (-1.52135, -0.71002, -3.80711)
H (-1.27005, 0.07208, -6.13351)
H (-2.21475, -2.20022, -1.73691)
H (-1.88155, -4.57582, -2.32421)
H (2.34905, -3.98912, -2.38051)
H (2.01505, -1.60752, -1.79781)
H (-2.06265, 1.85278, -2.49721)
H (-4.33915, 2.55228, -1.92951)
H (-4.34815, -0.14742, 1.38419)
H (-2.07425, -0.89522, 0.80839)

---

Record 4
Computed, not measured: a 4-piece molecular cluster, C3H16N2O3 overall at a distorted geometry, with the ωB97M-V functional and the def2-TZVPD basis.

Output
HOMO-LUMO gap ... 9.68 eV
Structure (SMILES) ... C[C@H](N)CN.O.O.O
Highest occupied orbital energy ... -0.330 hartree
Calculated total energy ... -12492.4247 eV
Maximum force ... 3.2 eV/Å

Cartesian coordinates (Å):
C (0.49924, -2.13560, -1.43438)
C (-0.49899, -1.06156, -1.14970)
N (-1.84465, -1.44925, -1.65849)
C (-0.04085, 0.23121, -1.83692)
N (-0.53401, 1.61880, -1.63634)
H (1.47689, -1.97892, -0.97984)
H (0.08562, -3.12662, -1.24971)
H (0.74228, -2.11801, -2.50511)
H (-0.74770, -0.78277, -0.12355)
H (-2.30705, -0.64505, -2.06418)
H (-1.76352, -2.11672, -2.41993)
H (-0.13527, 0.04813, -2.91386)
H (1.02765, 0.30480, -1.59648)
H (0.26570, 2.23302, -1.69498)
H (-0.88292, 1.70917, -0.68612)
O (-4.36735, 1.20016, -0.28742)
H (-4.40401, 1.38027, -1.22542)
H (-4.42501, 0.25809, -0.12412)
O (4.56785, 0.44905, 4.81934)
H (4.76668, -0.47925, 4.95606)
H (5.36593, 0.94079, 5.02918)
O (0.88095, 1.86902, 3.24676)
H (1.40175, 1.15423, 3.56349)
H (0.87077, 2.49698, 3.97172)

---

Q: Look up the calculated total energy of the fourth one.
A: -12492.4247 eV